(P)
Molecular formula: C21H22N4O3S
Method: DFT, ωB97M-V/def2-TZVPD

Geometry as XYZ:
```
51
Properties=species:S:1:pos:R:3
C -5.7172 -1.9874 0.7680
C -4.9876 -1.3892 -0.4241
H -4.7089 -2.1710 -1.1394
H -5.6048 -0.6411 -0.9325
O -3.7818 -0.7660 0.0143
C -3.5746 0.5193 -0.3247
O -4.3562 1.1703 -0.9799
C -2.3294 1.0299 0.2438
C -2.0909 2.3650 0.4998
N -0.9279 2.4464 1.2011
C -0.4028 1.2136 1.4225
C -1.2390 0.2889 0.8184
C -0.8833 -1.1087 0.6536
O -0.1950 -1.7219 1.4480
C -1.2705 -1.7468 -0.6733
H -1.6758 -1.0320 -1.3829
H -1.9447 -2.5883 -0.5235
S 0.2519 -2.4499 -1.3849
C 1.1955 -0.9859 -1.2789
N 0.7111 0.2056 -1.4724
C 1.7503 1.0603 -1.2131
C 1.7917 2.4485 -1.2414
C 2.9839 3.0568 -0.9072
C 4.1124 2.3141 -0.5558
C 4.0934 0.9333 -0.5264
C 2.8990 0.3149 -0.8541
N 2.5153 -1.0059 -0.9213
C 3.2489 -2.1656 -0.5007
H 2.9410 -3.0132 -1.1196
H 4.3155 -1.9791 -0.6542
C 2.9661 -2.4950 0.9782
C 3.5214 -1.4898 1.8450
N 3.9726 -0.6789 2.5128
H 1.8847 -2.5419 1.1502
H 3.4037 -3.4631 1.2325
H 4.9687 0.3694 -0.2437
H 5.0230 2.8330 -0.2980
H 3.0521 4.1348 -0.9171
H 0.9162 3.0134 -1.5190
C 0.8718 1.0435 2.1586
H 1.1140 -0.0103 2.2450
H 0.7843 1.4545 3.1641
H 1.6890 1.5569 1.6513
H -0.4983 3.3076 1.5018
C -2.8795 3.5726 0.1572
H -3.8184 3.2708 -0.2966
H -3.0776 4.1715 1.0459
H -2.3345 4.1901 -0.5568
H -5.0709 -2.6902 1.2876
H -6.6083 -2.5070 0.4276
H -6.0075 -1.2039 1.4635
```

Properties
* HOMO energy: -8.16 eV
* spin multiplicity: 1
* lowest unoccupied orbital energy: 0.479 eV
* gap between HOMO and LUMO: 8.637 eV
* structure (SMILES): CCOC(=O)c1c(C)[nH]c(C)c1C(=O)CSc1nc2ccccc2n1CCC#N

(Q)
Molecular formula: C21H22N4O3S
Method: DFT, ωB97M-V/def2-TZVPD

Geometry as XYZ:
```
51
Properties=species:S:1:pos:R:3
O 1.1177 1.3351 -1.5676
C 0.3756 1.1327 -0.6317
N -0.5104 2.0153 -0.1502
H -1.1491 1.7296 0.5757
C -0.7495 3.3162 -0.7471
C -0.3301 4.4402 0.2276
H 0.0554 3.9939 1.1454
H 0.4586 5.0592 -0.1947
C -1.5984 5.2522 0.5144
H -1.6183 5.6378 1.5327
H -1.6627 6.0977 -0.1711
C -2.7397 4.2798 0.2282
H -3.6879 4.7866 0.0592
H -2.8663 3.5893 1.0644
C -2.2442 3.5382 -1.0095
H -2.7574 2.5979 -1.1959
H -2.3626 4.1683 -1.8900
H -0.1643 3.3303 -1.6680
C 0.4522 -0.1633 0.2250
C 1.5926 -1.0323 -0.2143
C 2.9134 -0.9908 0.1204
C 3.5293 -2.0566 -0.5780
C 2.5372 -2.6635 -1.2793
O 1.3612 -2.0476 -1.0680
H 2.5337 -3.5111 -1.9351
H 4.5643 -2.3280 -0.5558
H 3.3861 -0.2884 0.7749
N -0.7990 -0.8967 0.2883
C -1.5026 -1.2787 -0.8098
O -2.3786 -2.1178 -0.7779
C -1.2095 -0.5215 -2.0633
C -0.4299 -0.9130 -3.1235
S -0.5102 0.3051 -4.3098
N -1.5530 1.1908 -3.3937
N -1.8237 0.6583 -2.2871
H 0.1582 -1.7975 -3.2392
C -1.0385 -1.6183 1.5359
C 0.0180 -2.6646 1.7740
C 1.0343 -2.4634 2.6974
C 2.0350 -3.4064 2.8543
C 2.0296 -4.5568 2.0856
C 1.0144 -4.7672 1.1672
C 0.0123 -3.8275 1.0128
H -0.7788 -3.9835 0.2944
H 1.0045 -5.6665 0.5692
H 2.8142 -5.2893 2.2028
H 2.8222 -3.2394 3.5744
H 1.0448 -1.5653 3.2999
H -1.0585 -0.8928 2.3554
H -2.0215 -2.0848 1.4373
H 0.6798 0.1782 1.2438
```

Properties
* HOMO energy: -8.50 eV
* spin multiplicity: 1
* lowest unoccupied orbital energy: 0.518 eV
* gap between HOMO and LUMO: 9.018 eV
* structure (SMILES): O=C(NC1CCCC1)[C@H](c1ccco1)N(Cc1ccccc1)C(=O)c1csnn1

The structure with the least stability is (Q).

(P)
Molecular formula: C4H9F2N
Method: DFT, ωB97M-V/def2-TZVPD

Geometry as XYZ:
```
16
Properties=species:S:1:pos:R:3
C -1.1299 -1.5821 0.4071
C -0.4298 1.9065 -0.2142
C -0.3232 -0.5830 -0.3838
C 2.4194 -0.0200 -0.3876
N -0.5444 0.6796 0.1961
F 3.6461 0.4753 -0.4432
F 2.1254 -0.3103 0.9203
H -0.5413 -2.4137 0.2146
H -2.1286 -1.7027 -0.0420
H -1.2877 -1.2663 1.5042
H 1.5693 0.6446 -0.5275
H -0.7047 2.1934 -1.2824
H -0.0474 2.6849 0.5491
H -0.5410 -0.7228 -1.3845
H 2.3700 -0.9386 -0.9365
H -0.5271 0.4257 1.2109
```

Properties
* HOMO energy (spin up / spin down): -7.16 / -7.16 eV
* spin multiplicity: 1
* lowest unoccupied orbital energy (spin up / spin down): 0.820 / 0.820 eV
* gap between HOMO and LUMO (spin up / spin down): 7.981 / 7.984 eV

(Q)
Molecular formula: C4H9F2N
Method: DFT, ωB97M-V/def2-TZVPD

Geometry as XYZ:
```
16
Properties=species:S:1:pos:R:3
C -1.3732 0.1802 0.8758
C 0.7921 -1.6804 -0.2072
C -0.2235 0.5584 -0.0365
C 1.0889 -0.2326 0.0433
N -0.0607 1.9019 -0.3043
F 2.1542 0.3980 -0.6136
F 1.6232 -0.1015 1.3471
H -1.0514 0.4559 1.8356
H -1.4514 -0.8885 0.7273
H -2.2455 0.7054 0.7563
H 0.3113 -1.9898 0.7105
H 0.2279 -1.5370 -1.1322
H 1.5745 -2.3781 -0.4610
H -1.1142 -0.3268 -2.2530
H 0.4464 2.1901 -1.2011
H -0.6986 2.7449 -0.0872
```

Properties
* HOMO energy (spin up / spin down): -7.22 / -9.56 eV
* spin multiplicity: 1
* lowest unoccupied orbital energy (spin up / spin down): -0.592 / 0.541 eV
* gap between HOMO and LUMO (spin up / spin down): 6.632 / 10.097 eV

The structure with the least stability is (Q).

(P)
Molecular formula: C8H7N
Method: DFT, ωB97M-V/def2-TZVPD

Geometry as XYZ:
```
16
Properties=species:S:1:pos:R:3
C 0.9936 2.2729 0.9752
C 0.5925 0.9694 0.3012
C -0.1997 -0.0520 0.9731
C -0.8824 -1.1593 0.1562
C -1.9886 -1.8264 0.5088
C -0.3726 -1.4428 -1.1023
C 0.9644 0.5539 -1.1405
C 1.5266 0.0517 -2.0940
H 0.4864 2.2690 1.8535
H 1.1719 3.2612 0.2242
H 2.0829 2.0207 1.2633
H -0.4527 0.2456 2.0402
H -2.5055 -2.7844 -0.0666
H -2.5342 -1.2663 1.3323
H 1.4703 -0.5394 -3.3271
N -0.3528 -2.5739 -1.8975
```

Properties
* HOMO energy: -8.57 eV
* spin multiplicity: 1
* lowest unoccupied orbital energy: -0.422 eV
* gap between HOMO and LUMO: 8.153 eV

(Q)
Molecular formula: C8H7N
Method: DFT, ωB97M-V/def2-TZVPD

Geometry as XYZ:
```
16
Properties=species:S:1:pos:R:3
C 2.1110 -0.9827 -0.0015
C 0.5106 1.2350 0.3948
C 1.7090 1.0132 0.2028
C -0.2510 -0.5013 -0.8289
C 0.6962 -1.1953 0.1802
C -0.0974 -0.3358 1.2936
C -0.7051 0.5014 0.1984
C -1.9610 1.2181 0.3237
N 2.7019 0.2013 0.0205
H 2.7691 -1.8839 0.0181
H 0.0960 -0.0371 -1.6874
H -1.0648 -1.2526 -1.1353
H 0.4614 -2.2777 0.2619
H -2.1126 1.7571 -0.6182
H -1.8968 1.9092 1.0670
H -2.9664 0.6311 0.3103
```

Properties
* HOMO energy (spin up / spin down): -8.38 / -8.38 eV
* spin multiplicity: 1
* lowest unoccupied orbital energy (spin up / spin down): -0.707 / -0.707 eV
* gap between HOMO and LUMO (spin up / spin down): 7.671 / 7.672 eV

The structure with the least stability is (P).